Entry from the OMol25 dataset: C27H32AuN4O6S3Si as an isolated structure (wB97M-V/def2-TZVPD).

XYZ file:
```
74
Properties=species:S:1:pos:R:3:forces:R:3
Au 0.31720 0.60245 0.16076 0.2 0.6 0.2
S -8.65032 2.11645 1.30456 -0.1 -0.1 0.0
S -4.05497 -5.31188 1.71385 0.0 0.0 0.0
S 0.67411 0.40821 2.44790 -0.1 -0.2 -0.1
Si 3.43743 -0.32176 4.54115 0.0 0.0 0.0
O -4.61889 -4.23589 0.93201 0.0 0.0 0.0
O 0.76276 -5.93179 1.71472 0.0 0.1 0.3
O -10.59379 2.01277 -0.39218 0.0 0.0 0.0
O 0.32457 2.63898 -2.32874 0.0 0.0 0.0
O 2.60339 -4.84793 1.38024 0.0 0.1 0.3
O -4.08929 -6.65599 1.20438 0.0 0.0 0.0
N 0.15607 -1.93177 -0.16237 0.1 -0.1 -0.1
N -0.66389 -3.90934 0.39187 -0.1 0.0 0.1
N 2.34195 0.27555 0.54874 -0.1 0.1 0.0
N 1.39679 -4.96630 1.32844 0.1 -0.4 -0.7
C 0.33896 1.80178 -1.59058 -0.2 -0.4 0.0
C 2.24715 -1.69774 4.95860 0.0 0.0 0.0
C -4.64328 2.55916 1.30964 0.0 0.0 0.0
C -9.41044 2.17435 -0.34144 0.1 0.1 0.0
C -0.93916 -2.68491 -0.11012 0.0 0.0 -0.1
C -2.28966 -2.24824 -0.54697 0.0 0.0 0.0
C -2.78420 1.16517 0.51660 0.0 0.0 0.0
C -4.19161 1.40749 0.66856 0.0 0.0 0.0
C 2.33187 0.15599 1.88976 0.0 0.0 0.0
C -1.60668 0.95007 0.38109 0.0 0.0 -0.1
C -6.47378 0.69271 0.37117 0.0 0.0 0.1
C -8.55390 2.54269 -1.52231 0.0 0.0 0.0
C 3.46911 0.10991 -0.15281 0.0 0.0 -0.1
C 4.63056 -0.29409 1.88706 0.0 0.0 0.1
C -4.76747 -5.25802 3.35416 0.0 0.0 0.0
C -2.33124 -4.88501 1.94672 0.0 -0.1 0.0
C -1.65449 -4.97215 0.57579 0.0 0.0 0.0
C -6.92471 1.85630 0.99250 0.0 0.0 0.0
C -4.88798 -6.63315 3.99036 0.0 0.0 0.0
C 4.64638 -0.17414 0.49787 0.0 0.0 0.0
C 1.17563 -2.69272 0.32236 0.0 0.0 0.1
C 3.46569 -0.14030 2.63748 0.0 0.0 0.0
C 5.17005 -0.75632 5.06621 0.0 0.0 0.0
C 2.89644 1.31450 5.25178 0.0 0.0 0.0
C -6.00150 2.78441 1.46210 0.0 0.0 0.0
C 0.68455 -3.90781 0.67952 0.0 0.1 0.2
C -5.12029 0.47744 0.19502 0.0 0.0 0.0
H -5.73093 -4.76919 3.20838 0.0 0.0 0.0
H 2.19360 -2.35594 0.41263 0.0 0.0 0.0
H -7.18746 -0.05040 0.03923 0.0 0.0 0.0
H -8.15621 3.54675 -1.36783 0.0 0.0 0.0
H -7.70763 1.87039 -1.64283 0.0 0.0 0.0
H 3.64593 2.08703 5.07011 0.0 0.0 0.0
H 3.39839 0.20215 -1.22810 0.0 0.0 0.0
H 5.55801 -0.52728 2.39596 0.0 0.0 0.0
H 5.19463 -0.88715 6.15020 0.0 0.0 0.0
H 5.55776 -0.30598 -0.06640 0.0 0.0 0.0
H -2.88120 -1.91189 0.30666 0.0 0.0 0.0
H -4.77747 -0.42495 -0.29405 0.0 0.0 0.0
H -5.56772 -7.26429 3.42349 0.0 0.0 0.0
H -3.92377 -7.13763 4.03915 0.0 0.0 0.0
H -4.14080 -4.58274 3.93984 0.0 0.0 0.0
H -2.84527 -3.04926 -1.02972 0.0 0.0 0.0
H -3.92813 3.28008 1.68247 0.0 0.0 0.0
H 5.51524 -1.69102 4.61986 0.0 0.0 0.0
H -1.87672 -5.56827 2.66326 0.0 0.0 0.0
H -9.17852 2.52262 -2.41173 0.0 0.0 0.0
H -6.34999 3.68684 1.94648 0.0 0.0 0.0
H -1.17060 -5.93193 0.44797 0.0 0.0 0.0
H -5.27131 -6.52815 5.00456 0.0 0.0 0.0
H -2.30970 -3.86878 2.34143 0.0 0.0 0.0
H -2.38643 -4.85516 -0.21996 0.0 0.0 0.0
H 2.54217 -2.63014 4.47227 0.0 0.0 0.0
H 2.76443 1.22638 6.33234 0.0 0.0 0.0
H 1.94969 1.66030 4.83249 0.0 0.0 0.0
H 5.88480 0.03174 4.82082 0.0 0.0 0.0
H 2.24735 -1.87102 6.03707 0.0 0.0 0.0
H -2.18338 -1.41580 -1.23734 0.0 0.0 0.0
H 1.22145 -1.47004 4.66442 0.0 0.0 0.0
```
Positions in Å, forces in eV/Å.

Calculated values
Calculated total energy, Ha: -3337.9067
Energy above the lowest of the compared OMol25 structures with the same formula, charge and spin, kcal/mol: 0.00
Net charge: +1
E_HOMO, eV: -10.7
Orbital gap, eV: 6.03